DFT (the ωB97M-V functional and the def2-TZVPD basis) results for the molecule C3H7N3O in a non-equilibrium geometry.

Each line ends with the Mulliken charge.
Atoms and positions in Å:
C 2.836 0.067 0.009  -0.376
N 1.609 0.199 0.032  -0.178
N 1.144 -1.133 0.077  -0.458
C -0.159 -1.064 0.120  -0.093
N -1.074 -0.174 -0.264  -0.049
C -1.329 1.178 0.164  -0.660
O -2.358 -0.822 0.117  -0.455
H 3.158 -1.011 -0.074  0.333
H 3.486 1.002 -0.196  0.230
H -0.477 -2.030 0.118  0.396
H -1.595 1.172 1.189  0.295
H -1.912 1.734 -0.690  0.309
H -0.324 1.402 0.094  0.352
H -3.007 -0.519 -0.697  0.353

Output
SMILES   C=N/N=C\N(C)O
HOMO energy   -8.9 eV
Charge   0
Frontier orbital gap   9.52 eV
Relative energy (zero: lowest compared OMol25 entry of this formula, charge and spin)   606.2 kJ/mol